# 1
A structure of composition C3H9BF2IrO7P2, computed with the ωB97M-V functional and the def2-TZVPD basis.

Geometry as XYZ:
```
25
C3H9BF2IrO7P2 | the OMol25 dataset | the ωB97M-V functional and the def2-TZVPD basis
Ir -0.90004 -1.99721 1.01950
C 1.00589 2.71191 -0.61004
C 0.50943 1.33548 -0.20352
O -0.79800 1.49548 0.35184
P 0.33164 0.18151 -1.60106
O 1.66657 0.26794 -2.45866
O -0.70006 0.82728 -2.62977
O -0.05834 -1.16589 -1.13757
P 1.57559 0.52597 1.07052
O 2.76730 -0.05679 0.07289
O 2.20287 1.47664 2.01030
O 0.74419 -0.62522 1.55500
H 0.24854 3.20120 -1.22408
H 1.93423 2.64913 -1.17672
H 1.18265 3.29773 0.29076
H -1.00296 0.70081 0.87850
H 2.40463 0.06223 -1.85515
H -1.57476 0.44424 -2.48235
H 3.61002 -0.00197 0.53464
F -3.51897 -1.05796 2.05501
B -2.74495 -1.36177 0.98283
F -3.43086 -1.05069 -0.15957
C -1.72736 -3.56113 1.47570
H -0.99469 -4.38809 1.52610
H -2.73254 -3.91081 1.71491
```

Summary:
Highest occupied orbital energy (hartree): -0.146
LUMO (eV): 2.88
Total charge: -1
Orbital gap (eV): 6.85

Charge distribution, Mulliken scheme, values in e: 0.40, -1.81, 1.12, -0.61, 0.81, -0.55, -0.58, -0.71, 0.80, -0.56, -0.79, -0.74, 0.44, 0.33, 0.43, 0.26, 0.41, 0.36, 0.27, -0.24, 0.43, -0.29, -0.60, 0.21, 0.23

# 2
An isolated molecule of C3H9BO2 in a non-equilibrium geometry, computed with the ωB97M-V functional and the def2-TZVPD basis.

Geometry as XYZ:
```
15
C3H9BO2 | the OMol25 dataset | the ωB97M-V functional and the def2-TZVPD basis
B 0.95495 -0.82223 -0.33912
C -1.35909 0.46000 -0.69295
C -0.01798 1.06071 1.31335
C 0.14401 0.51694 -0.18990
O 1.61121 -1.04840 -1.50131
O 0.85566 -1.71561 0.62184
H -2.00659 -0.12566 0.02902
H -1.45703 -0.10545 -1.67095
H -2.04856 1.38678 -0.73457
H 0.86927 0.93797 2.00085
H -0.32694 2.15837 1.32255
H -0.88877 0.43662 1.76658
H 0.68531 1.21276 -0.80034
H 2.14064 -1.77746 -1.48835
H 0.84391 -2.57534 0.36330
```

Summary:
Highest occupied orbital energy (hartree): -0.389
LUMO (eV): 0.33
Total charge: 0
Structure (SMILES): CC(C)B(O)O
Orbital gap (eV): 10.90

Charge distribution, Mulliken scheme, values in e: 0.46, -1.24, -1.11, 0.31, -0.50, -0.51, 0.32, 0.30, 0.33, 0.30, 0.33, 0.25, 0.22, 0.27, 0.27

# 3
The ion C3H9BrNO with charge +1 in a non-equilibrium geometry, computed with the ωB97M-V functional and the def2-TZVPD basis.

Geometry as XYZ:
```
15
C3H9BrNO | the OMol25 dataset | the ωB97M-V functional and the def2-TZVPD basis
C 0.07778 1.47522 0.51518
C 0.08210 -1.25192 0.74064
C 0.82504 -0.07676 0.03781
N 0.32846 -0.19465 -1.36746
O -1.24601 -1.15059 0.34622
Br 2.75196 -0.07013 0.00004
H 0.51686 2.34092 0.09485
H -0.98386 1.28871 0.27517
H 0.30677 1.80561 1.62228
H 0.43963 -2.20263 0.29840
H 0.25686 -1.19368 1.85841
H -0.27852 0.59454 -1.72770
H 1.04142 -0.52393 -2.00838
H -0.37987 -0.97440 -1.47907
H -1.81792 -0.54163 0.88492
```

Summary:
Highest occupied orbital energy (hartree): -0.543
LUMO (eV): -3.50
Total charge: +1
Structure (SMILES): C[C@@]([NH3+])(Br)CO
Orbital gap (eV): 11.28

Charge distribution, Mulliken scheme, values in e: -1.20, -0.52, 0.27, -0.33, -0.57, -0.01, 0.40, 0.46, 0.30, 0.37, 0.37, 0.34, 0.39, 0.39, 0.35

# 4
A cluster of 2 separate species, C3H9BrOSi in total in a non-equilibrium geometry, computed with the ωB97M-V functional and the def2-TZVPD basis.

Geometry as XYZ:
```
15
C3H9BrOSi | the OMol25 dataset | the ωB97M-V functional and the def2-TZVPD basis
C 1.30321 1.44699 0.91487
C -1.09166 -0.73328 3.84113
C -1.73332 -0.10686 -1.58930
O 0.28970 0.67436 0.37753
Si 0.00390 -0.40568 -0.84183
Br 1.43877 -0.04255 -2.61841
H 1.94266 1.78276 0.12639
H 1.95408 0.89545 1.61948
H 0.88692 2.29824 1.34209
H -1.10467 0.11064 3.17143
H -2.00664 -1.19146 4.12187
H -0.17496 -1.18842 4.07197
H -2.43223 -0.81532 -1.16901
H -1.64499 0.95070 -1.35215
H -1.65018 -0.10678 -2.66187
```

Summary:
Highest occupied orbital energy (alpha / beta) (hartree): -0.282 / -0.329
LUMO (alpha / beta) (eV): 0.06 / -0.92
Total charge: 0
Orbital gap (alpha / beta) (eV): 7.73 / 8.02

Charge distribution, Mulliken scheme, values in e: -0.64, -0.83, -0.86, 0.00, 0.08, -0.30, 0.32, 0.25, 0.26, 0.24, 0.30, 0.28, 0.30, 0.27, 0.33

# 5
A cluster of 2 separate species, C3H9ClO3SSi in total in a non-equilibrium geometry, computed with the ωB97M-V functional and the def2-TZVPD basis.

Geometry as XYZ:
```
18
C3H9ClO3SSi | the OMol25 dataset | the ωB97M-V functional and the def2-TZVPD basis
C 0.22514 1.64616 -0.98046
C 0.71479 0.11193 1.88790
C 1.55829 -1.28002 -0.90115
O -1.39693 -2.19094 0.66915
O -1.89211 -1.09757 -1.48067
O -3.02092 0.44269 0.95330
Si 0.57473 0.07171 0.00276
S -1.48646 -0.98646 -0.10857
Cl -3.12607 1.73900 -0.03698
H 1.03380 2.36966 -0.91027
H 0.07631 1.41566 -2.03641
H -0.68962 2.12695 -0.62928
H 1.73131 0.26941 2.24020
H 0.09240 0.90255 2.30884
H 0.35557 -0.83172 2.30104
H 1.06762 -1.53144 -1.84171
H 2.57973 -0.98639 -1.13117
H 1.60242 -2.19118 -0.30652
```

Summary:
Highest occupied orbital energy (hartree): -0.334
LUMO (eV): -1.43
Total charge: 0
Orbital gap (eV): 7.66

Charge distribution, Mulliken scheme, values in e: -0.92, -1.09, -1.10, -0.47, -0.46, -0.48, 0.58, 0.92, -0.05, 0.37, 0.31, 0.23, 0.37, 0.34, 0.37, 0.38, 0.37, 0.34

# 6
A structure of composition C3H9F8KN4O20PS8 in a non-equilibrium geometry, computed with the ωB97M-V functional and the def2-TZVPD basis.

Geometry as XYZ:
```
54
C3H9F8KN4O20PS8 | the OMol25 dataset | the ωB97M-V functional and the def2-TZVPD basis
K 0.58344 0.49148 1.59789
N 0.63799 -1.08913 3.86529
S -0.60072 -2.01105 3.87425
O -1.02874 -2.39420 5.18685
O -0.83404 -2.94792 2.80134
F -1.64776 -0.86319 3.47667
S 1.72187 -2.36596 4.11820
O 1.87694 -3.41968 3.16816
O 1.89828 -2.75743 5.49492
F 2.98724 -1.44009 3.73604
N 3.77738 1.96695 -2.53836
S 2.54507 2.28876 -1.45835
O 2.47097 1.27936 -0.43651
O 1.29702 2.88499 -1.85563
F 3.26659 3.48135 -0.66230
S 3.05623 2.07320 -3.88707
O 2.86012 3.39608 -4.44860
O 2.05733 1.07731 -4.08875
F 4.21654 1.51029 -4.85387
N 2.93283 -2.89277 -1.61894
S 1.53414 -2.80246 -2.58347
O 0.43110 -1.96631 -2.22540
O 1.32017 -3.95809 -3.42644
F 2.30683 -1.84199 -3.65180
S 2.18385 -2.99611 -0.25906
O 1.22299 -4.05456 -0.07868
O 1.89995 -1.71169 0.37044
F 3.46185 -3.50871 0.55323
N -0.19276 2.85610 2.73470
S 0.51542 4.37454 2.99956
O 0.23652 5.02433 4.26504
O 0.76544 5.19351 1.83452
F 1.94143 3.74273 3.28720
S -1.51879 3.32571 2.17537
O -1.49967 3.86245 0.83660
O -2.38756 3.90130 3.17025
F -2.13687 1.87531 1.95764
C -4.58797 0.66592 -1.13317
O -3.50333 0.32687 -0.28327
P -2.35015 -0.65796 -0.74528
O -1.25121 -0.73624 0.21855
O -3.06518 -2.07545 -1.02724
C -2.23041 -3.23429 -1.01538
O -1.97044 -0.22389 -2.22338
C -1.24204 0.99166 -2.46092
H -4.61537 0.05304 -2.03837
H -4.49555 1.70659 -1.43623
H -5.52950 0.44326 -0.63214
H -2.88437 -4.09528 -0.83796
H -1.48237 -3.22207 -0.22590
H -1.80120 -3.47828 -1.98730
H -1.36506 1.68615 -1.62776
H -1.58840 1.52131 -3.34934
H -0.19609 0.74426 -2.62578
```

Summary:
Highest occupied orbital energy (hartree): -0.096
LUMO (eV): 5.64
Total charge: -3
Orbital gap (eV): 8.25

Charge distribution, Mulliken scheme, values in e: 1.03, -0.15, 1.03, -0.68, -0.51, -0.28, 1.02, -0.49, -0.65, -0.30, -0.39, 1.11, -0.55, -0.53, -0.32, 1.11, -0.67, -0.50, -0.32, -0.52, 0.97, -0.30, -0.69, -0.31, 1.05, -0.60, -0.32, -0.35, -0.06, 0.94, -0.64, -0.55, -0.27, 1.04, -0.59, -0.68, -0.20, -0.85, -0.28, 0.21, 0.61, -0.48, -0.54, -0.32, -0.55, 0.33, 0.27, 0.29, 0.29, 0.19, 0.22, 0.27, 0.35, 0.12

# 7
A cluster of 2 separate species, C3H9FN in total in a non-equilibrium geometry, computed with the ωB97M-V functional and the def2-TZVPD basis.

Geometry as XYZ:
```
14
C3H9FN | the OMol25 dataset | the ωB97M-V functional and the def2-TZVPD basis
C -1.30526 -0.87479 -0.38541
C 1.76304 -0.55560 0.10275
C -0.38971 -0.14342 0.57381
N -0.23560 1.35041 0.19860
F 1.94565 0.37081 -0.81074
H -1.31188 -1.89160 -0.33864
H -1.15193 -0.71625 -1.41772
H -2.38361 -0.74920 -0.21839
H 2.04792 -0.24725 1.02525
H 1.88136 -1.49352 -0.18421
H -0.21003 -0.26130 1.66822
H 0.06724 1.98159 0.84829
H -1.06515 1.61968 -0.39350
H 0.34797 1.61043 -0.66831
```

Summary:
Highest occupied orbital energy (hartree): -0.507
LUMO (eV): -3.60
Total charge: +1
Orbital gap (eV): 10.19

Charge distribution, Mulliken scheme, values in e: -1.43, -0.28, -0.17, -0.35, -0.25, 0.44, 0.45, 0.39, 0.37, 0.37, 0.44, 0.30, 0.37, 0.35

# 8
A cluster of 2 separate species, C3H9FN2 in total in a non-equilibrium geometry, computed with the ωB97M-V functional and the def2-TZVPD basis.

Geometry as XYZ:
```
15
C3H9FN2 | the OMol25 dataset | the ωB97M-V functional and the def2-TZVPD basis
C 1.19974 -2.65845 0.46636
C -0.55686 2.98322 0.28818
C 0.50661 -1.97499 -0.78844
N -1.38004 1.86831 0.50975
N -0.39296 -1.12202 -0.66341
F -0.99259 -0.77290 -1.80664
H 2.25153 -2.37212 0.44569
H 1.02996 -3.72753 0.46584
H -1.51724 1.51473 -0.39227
H -0.70301 3.41904 -0.65900
H -0.63578 3.63278 1.06926
H 0.50345 2.55371 0.29919
H 0.99298 -2.26224 -1.72136
H 0.64988 -2.18019 1.39327
H -0.95570 1.09865 1.09358
```

Summary:
Highest occupied orbital energy (hartree): -0.316
LUMO (eV): 0.95
Total charge: 0
Structure (SMILES): C/C=N/F.CN
Orbital gap (eV): 9.53

Charge distribution, Mulliken scheme, values in e: -0.77, -0.71, 0.02, -0.60, -0.24, -0.15, 0.27, 0.28, 0.28, 0.32, 0.24, 0.23, 0.36, 0.22, 0.25

# 9
A structure of composition C3H9FNa3O4P in a non-equilibrium geometry, computed with the ωB97M-V functional and the def2-TZVPD basis.

Geometry as XYZ:
```
21
C3H9FNa3O4P | the OMol25 dataset | the ωB97M-V functional and the def2-TZVPD basis
Na -1.26263 -4.84563 -0.07863
Na 1.24937 -4.06108 -1.17446
Na 1.49890 -3.59481 1.34927
F -0.01806 -3.45752 0.16303
C 1.14432 1.69699 -2.11773
O 0.60320 2.14522 -0.91871
P -0.52919 1.27591 -0.05160
O -1.88463 1.88088 -0.01937
O -0.38656 -0.17439 -0.72283
C -1.00773 -1.33666 -0.17081
O 0.18062 1.22230 1.36551
C -0.05715 2.21114 2.33308
H 0.62016 0.88617 -2.62362
H 2.15525 1.35576 -1.89484
H 1.14864 2.58182 -2.75426
H -1.88228 -1.48853 -0.80343
H -1.26730 -1.44171 0.88261
H -0.23096 -2.07053 -0.38566
H 0.89395 2.16624 2.86363
H -0.87094 1.90607 2.99093
H -0.09703 3.14227 1.76783
```

Summary:
Highest occupied orbital energy (hartree): -0.538
LUMO (eV): -9.73
Total charge: +2
Orbital gap (eV): 4.92

Charge distribution, Mulliken scheme, values in e: 1.01, 1.00, 1.00, -1.04, -0.57, -0.34, 0.85, -0.65, -0.16, -0.62, -0.25, -0.65, 0.27, 0.23, 0.27, 0.33, 0.33, 0.14, 0.25, 0.24, 0.35

# 10
A cluster of 2 separate species, C3H9IN2 in total in a non-equilibrium geometry, computed with the ωB97M-V functional and the def2-TZVPD basis.

Geometry as XYZ:
```
15
C3H9IN2 | the OMol25 dataset | the ωB97M-V functional and the def2-TZVPD basis
C -0.12034 2.31496 -0.70336
C 0.63656 -1.62385 1.37713
C 0.11687 -0.68684 -0.80629
N -1.53105 -1.15016 0.81265
N -0.32788 -1.02056 0.37880
I 2.05017 -0.83424 -1.54336
H -0.88203 1.72410 -1.28070
H 0.90601 2.11727 -1.21638
H -0.28371 3.39461 -0.91609
H 0.43446 -2.70527 1.35908
H 1.64038 -1.21620 1.29016
H 0.27267 -1.24028 2.37201
H -0.56523 -0.43541 -1.60547
H -0.09410 2.15385 0.41098
H -2.25279 -0.79197 0.07084
```

Summary:
Highest occupied orbital energy (alpha / beta) (hartree): -0.283 / -0.283
LUMO (alpha / beta) (eV): 0.39 / 0.39
Total charge: 0
Orbital gap (alpha / beta) (eV): 8.08 / 8.08

Charge distribution, Mulliken scheme, values in e: -0.79, -1.05, -0.50, -0.99, 0.62, 0.05, 0.17, 0.15, 0.31, 0.29, 0.42, 0.29, 0.60, 0.21, 0.21

How do the records compare in ΔE to the lowest compared entry with this formula, charge and spin? In the order shown, they have 13.44 0.00 17.81 91.22 81.04 26.15 64.04 74.97 34.57 60.95 kcal per mole.